Record 1
2 unconnected molecules or ions with the total composition C27H26N3S. Source: OMol25; level of theory: ωB97M-V/def2-TZVPD.

Results
Net charge: +1
Lowest unoccupied orbital energy, eV: -4.459
Energy relative to the best compared isomer or geometry (same formula, charge and spin), kcal/mol: 0.0
F_max, hartree/bohr: 0.02983

```
57
Properties=species:S:1:pos:R:3:forces:R:3
S 0.147 1.961 2.114 -0.475 0.042 -0.065
N -0.864 4.682 -0.076 -0.779 0.605 1.048
N -2.388 0.970 1.845 0.822 0.016 0.707
N -0.567 -0.518 2.170 0.126 -0.541 -0.109
C 0.828 -0.548 2.148 -0.075 -0.209 0.300
C 2.780 0.875 2.238 -0.501 -0.323 -0.037
C -3.344 -0.141 2.005 0.073 0.163 -0.515
C -1.386 -1.734 2.061 0.310 0.560 -0.245
C -0.704 3.276 -2.125 -0.160 -0.065 -0.047
C -6.922 1.717 1.966 -0.056 0.070 0.093
C -1.139 0.720 2.034 -1.077 -0.193 -0.366
C -1.343 3.753 -0.994 -0.464 -0.636 0.022
C -5.818 2.479 2.307 0.400 0.224 -0.349
C -2.583 3.281 -0.513 0.595 0.273 -0.326
C -2.777 -1.436 2.582 -0.118 -0.013 0.354
C -1.409 5.783 2.041 0.044 0.514 0.537
C -8.633 0.919 0.304 -0.226 -0.104 0.053
C -3.188 2.248 -1.209 0.015 -0.013 -0.391
C -5.164 3.271 1.326 -1.331 -0.539 0.094
C -1.376 2.303 -2.867 -0.137 0.307 0.290
C -2.615 1.820 -2.417 -0.023 -0.008 0.334
C 1.611 -1.706 2.142 0.208 0.400 0.075
C -1.726 4.854 0.949 1.136 -0.690 -0.766
C -6.956 2.708 -0.228 0.332 0.376 0.031
C -3.898 3.849 1.640 0.756 0.593 -0.259
C -2.849 3.990 0.754 -0.206 -0.066 -0.303
C 3.577 -0.280 2.279 -0.171 0.062 -0.029
C -5.824 3.451 0.079 0.419 -0.339 0.201
C -7.487 1.796 0.690 0.286 0.046 0.002
C 1.388 0.735 2.181 0.949 -0.716 -0.125
C 3.002 -1.555 2.226 -0.400 0.182 -0.040
H -2.744 -1.352 3.673 0.091 -0.048 -0.059
H -0.527 5.442 2.610 -0.273 0.074 -0.280
H -3.744 4.207 2.661 -0.062 -0.090 -0.203
H -8.946 0.305 1.152 -0.032 0.048 -0.197
H -8.347 0.255 -0.523 -0.084 0.140 0.156
H -0.933 1.925 -3.789 -0.182 0.081 0.261
H -0.895 -2.509 2.650 -0.137 -0.021 -0.041
H 0.275 3.666 -2.397 -0.181 -0.170 -0.104
H -2.246 5.867 2.738 0.172 0.057 -0.117
H -9.487 1.521 -0.028 0.126 -0.144 0.026
H -3.432 -2.279 2.343 0.030 0.147 0.065
H -1.413 -2.050 1.010 -0.006 -0.023 0.133
H -1.193 6.785 1.633 -0.071 -0.327 0.225
H -5.402 2.434 3.314 -0.042 -0.097 -0.236
H -3.796 -0.351 1.020 0.088 0.156 0.195
H -3.150 1.092 -3.020 0.173 -0.027 0.162
H -4.154 0.225 2.652 0.158 -0.148 -0.219
H 0.019 5.171 -0.172 -0.232 -0.023 0.092
H 4.659 -0.185 2.347 -0.284 0.024 -0.036
H 3.627 -2.447 2.252 -0.095 0.295 -0.037
H -5.417 4.171 -0.633 -0.079 -0.314 0.124
H -4.092 1.806 -0.804 0.063 -0.025 -0.366
H 1.144 -2.692 2.083 0.275 0.364 0.050
H 3.216 1.867 2.246 0.097 -0.133 0.049
H -7.428 2.819 -1.206 0.100 0.045 0.263
H -7.370 1.042 2.693 0.117 0.185 -0.074
```
Forces are in eV/Å.



Record 2
A molecular structure, C27H27BrN8O3S3Zr. Source: OMol25; level of theory: ωB97M-V/def2-TZVPD.

Results
Net charge: -2
Lowest unoccupied orbital energy, eV: 3.434
Energy relative to the best compared isomer or geometry (same formula, charge and spin), kcal/mol: 35.9
F_max, hartree/bohr: 0.01648

```
70
Properties=species:S:1:pos:R:3:forces:R:3
Zr -0.807 -0.621 0.158 0.250 0.030 0.809
Br -2.876 -3.034 -0.504 -0.066 -0.090 -0.046
S -2.929 2.390 1.320 -0.272 0.009 -0.221
S 1.066 2.264 -3.864 0.052 0.001 0.011
S -2.433 -0.907 2.163 0.018 0.220 -0.180
O 0.065 -2.561 0.641 -0.291 -0.059 -0.162
O -0.284 -1.593 -1.874 -0.060 -0.061 -0.085
O -0.147 0.965 1.301 0.335 0.367 -0.262
N -1.628 0.420 8.059 0.017 0.002 -0.042
N 1.593 -0.693 0.218 -0.199 -0.127 -0.368
N -0.197 2.443 -1.677 -0.041 -0.085 0.145
N 0.442 1.235 -1.614 0.098 -0.138 -0.448
N 2.048 -0.038 -2.829 0.009 -0.346 0.086
N 2.095 -1.934 -0.185 0.118 -0.035 -0.043
N -2.297 4.337 7.065 -0.029 -0.002 -0.047
N -1.286 -2.782 -3.493 -0.060 0.026 0.120
C -0.007 3.093 -2.760 0.109 -0.090 -0.094
C -0.589 4.444 -3.023 0.015 0.013 0.036
C -2.316 3.504 6.269 0.047 -0.003 0.056
C 1.738 -6.814 -1.362 -0.014 0.007 0.004
C 2.640 -4.631 -0.906 -0.012 -0.056 0.017
C 2.095 1.521 0.882 -0.037 0.041 0.156
C -1.824 0.741 6.968 -0.034 -0.009 0.027
C 0.826 1.817 1.320 -0.126 -0.128 -0.084
C -2.304 -0.660 -2.700 -0.030 0.087 -0.014
C 1.178 -2.825 0.063 0.059 0.010 -0.014
C -2.328 2.469 5.274 0.007 -0.001 -0.051
C -2.354 0.113 -1.385 -0.035 0.020 0.037
C 1.177 0.996 -2.665 -0.382 0.569 0.250
C -2.579 2.798 3.955 0.013 -0.062 0.065
C 0.380 5.569 -2.653 -0.023 -0.022 -0.015
C 0.496 3.185 1.846 -0.028 -0.054 0.059
C 2.477 0.230 0.428 0.183 0.083 0.138
C 1.405 -4.221 -0.406 0.068 -0.017 0.011
C 0.336 -5.111 -0.388 -0.019 0.015 -0.027
C 3.941 -0.055 0.221 -0.002 -0.026 0.000
C 0.506 -6.403 -0.869 0.009 -0.010 -0.005
C -2.347 0.481 3.264 0.074 0.083 0.103
C -2.081 1.129 5.619 0.007 -0.031 0.015
C 2.806 -5.924 -1.378 -0.016 0.035 0.019
C -2.614 1.849 2.902 0.051 -0.144 -0.004
C -1.270 -1.737 -2.620 0.338 -0.035 -0.094
C -2.095 0.176 4.597 0.025 -0.008 -0.016
H 0.636 5.506 -1.596 0.002 -0.001 0.005
H -1.903 -0.859 4.850 0.012 0.000 0.014
H -0.711 -3.552 -3.175 -0.005 0.019 -0.008
H -0.884 4.525 -4.072 0.003 -0.012 -0.014
H -1.957 -0.024 -3.530 -0.010 0.009 0.005
H 4.546 0.785 0.562 -0.012 0.010 -0.009
H 3.455 -3.920 -0.917 0.004 0.007 -0.001
H -0.069 6.546 -2.842 -0.002 -0.004 0.002
H -2.217 -3.072 -3.754 0.006 0.028 0.003
H 1.867 -7.824 -1.735 0.000 -0.008 0.001
H -2.762 3.833 3.696 -0.034 0.001 -0.011
H -0.332 -7.089 -0.862 -0.006 -0.004 0.000
H 4.229 -0.961 0.753 0.014 0.011 0.004
H 2.142 -0.371 -3.775 -0.004 0.004 0.012
H -3.258 -1.093 -3.013 0.007 -0.008 0.021
H 1.939 -0.796 -2.156 -0.068 0.004 0.063
H -0.624 -4.758 -0.027 -0.001 0.000 0.008
H 1.376 3.698 2.233 0.050 -0.037 -0.040
H 1.304 5.499 -3.231 0.005 0.001 -0.005
H -0.262 3.096 2.620 -0.010 0.057 0.039
H 2.867 2.269 0.991 -0.005 0.024 0.000
H 3.769 -6.239 -1.763 0.008 0.000 -0.002
H -2.272 1.188 -1.550 -0.027 0.005 0.051
H -3.298 -0.062 -0.866 0.002 -0.013 -0.020
H 4.133 -0.233 -0.839 0.024 -0.021 0.010
H 0.058 3.774 1.036 -0.074 -0.061 0.017
H -1.493 4.511 -2.418 -0.003 0.009 0.014
```
Forces are in eV/Å.



Record 3
A gas-phase ion, C27H27BrNOS (charge +1). Source: OMol25; level of theory: ωB97M-V/def2-TZVPD.

Results
Net charge: +1
Lowest unoccupied orbital energy, eV: -3.584
Energy relative to the best compared isomer or geometry (same formula, charge and spin), kcal/mol: 0.0
F_max, hartree/bohr: 0.03862

```
58
Properties=species:S:1:pos:R:3:forces:R:3
Br 6.238 0.872 2.532 -0.523 -0.027 0.007
S -2.461 0.551 1.812 1.447 -0.740 -1.009
O -0.277 -1.312 3.009 0.057 0.931 -0.978
N -3.736 0.113 -2.132 -0.148 0.354 -0.315
C 1.625 -0.049 2.347 -0.216 0.071 0.043
C -0.656 -0.011 1.051 -0.656 1.367 1.283
C 2.542 -1.035 2.748 0.169 0.056 0.052
C 2.083 1.257 2.101 0.363 -0.604 0.093
C -2.800 1.103 -2.424 0.363 -0.418 0.801
C -1.603 0.755 -1.728 -0.898 0.297 -0.244
C 0.724 -1.278 -1.986 0.170 0.343 -0.117
C -2.747 2.142 1.009 -0.431 0.192 -0.003
C 3.454 1.547 2.216 -0.135 -0.404 0.019
C 4.370 0.522 2.508 -0.693 -0.079 -0.096
C -0.935 -1.057 -0.010 -0.620 -1.065 -0.566
C -0.509 1.624 -1.781 0.021 0.550 -0.443
C -1.835 3.167 -3.140 -0.514 -0.353 0.009
C -0.638 2.822 -2.496 0.319 -0.358 0.273
C 2.566 -2.497 -0.296 -0.194 0.098 -0.089
C 1.265 -2.263 0.137 0.128 0.245 -0.216
C 4.404 -2.181 -1.990 0.278 -0.047 -0.089
C -2.216 1.080 3.511 -0.003 0.064 0.136
C 3.909 -0.776 2.778 -0.116 0.407 -0.007
C -3.201 -0.813 -1.274 1.296 0.752 0.212
C -1.881 -0.453 -0.994 -1.086 -0.029 -0.345
C -3.998 -1.938 -0.742 -0.202 -0.416 0.130
C -2.940 2.303 -3.104 0.236 0.313 -0.305
C 0.374 -1.528 -0.657 0.160 -0.539 0.323
C 0.175 -0.486 2.221 0.888 -0.937 1.294
C 2.982 -2.041 -1.548 -0.169 -0.210 -0.033
C 2.034 -1.502 -2.415 -0.358 0.029 0.177
H 4.791 -1.220 -2.346 -0.014 -0.152 0.068
H 0.434 1.344 -1.310 -0.164 0.227 -0.188
H -4.682 0.073 -2.503 0.480 0.004 0.157
H -4.519 -1.665 0.193 0.134 -0.101 -0.385
H -0.266 0.926 0.637 -0.185 -0.259 0.047
H 0.218 3.497 -2.570 -0.304 -0.221 0.063
H 3.820 2.555 2.072 -0.067 -0.042 -0.053
H -2.746 2.911 1.785 -0.011 -0.094 -0.219
H 3.277 -3.005 0.353 -0.155 0.057 -0.130
H -1.536 0.387 4.003 -0.101 0.068 -0.003
H -3.887 2.534 -3.593 0.317 0.134 0.056
H -3.208 1.016 3.978 0.294 0.097 -0.079
H -3.320 -2.773 -0.521 -0.377 0.093 -0.066
H 1.362 2.038 1.866 0.288 0.012 -0.066
H -1.846 2.108 3.514 0.043 -0.256 0.180
H 2.183 -2.027 3.027 0.062 0.310 -0.217
H -4.747 -2.259 -1.484 0.260 -0.023 0.355
H -1.899 4.115 -3.673 -0.034 -0.297 0.128
H 4.617 -1.570 3.008 -0.172 0.202 0.029
H -1.410 -1.924 0.499 0.230 0.429 -0.212
H -3.738 2.079 0.551 0.220 0.090 -0.004
H 0.940 -2.626 1.112 0.130 0.096 -0.216
H 2.332 -1.221 -3.427 -0.151 -0.131 0.259
H -0.003 -0.872 -2.695 0.316 -0.058 0.376
H 5.025 -2.521 -1.161 0.067 0.014 -0.126
H 4.499 -2.896 -2.815 -0.012 0.100 0.157
H -2.003 2.358 0.241 -0.027 -0.144 0.093
```
Forces are in eV/Å.